(1)
The following is a DFT calculation (the ωB97M-V functional and the def2-TZVPD basis) of a cluster of 3 separate species, C38H74F2N5O5P2 in total.

multiplicity: 3
gap between HOMO and LUMO (alpha / beta): 6.182 / 7.340 eV
E_tot: -82297.636 eV
lowest unoccupied orbital energy (alpha / beta): -3.49 / -3.49 eV
<S²>: 2.0083
HOMO (alpha / beta): -9.67 / -10.83 eV
relative energy (zero: lowest compared OMol25 entry of this formula, charge and spin): 0.0 kcal per mole
net charge: +1

Positions of all 126 atoms, in Å:
P (5.1198, 0.9826, 0.4272)
P (1.4528, 2.3645, 0.1951)
F (2.8485, -0.5752, -7.2303)
F (1.5093, 3.6927, -2.7364)
O (4.9018, 1.5743, 1.7646)
O (4.4925, 3.7430, -4.4495)
O (-2.6198, -5.0464, 2.9188)
O (3.5182, -1.7819, 0.8578)
O (-4.1974, 1.9139, 1.4335)
N (4.6275, 5.5378, -3.0625)
N (-5.3052, 2.3267, 0.9358)
N (-1.3484, -5.0349, 2.7729)
N (2.5114, 1.6497, -2.4457)
N (4.9869, -0.5090, -2.0956)
C (2.8733, 2.0741, -1.0284)
C (-6.1318, 1.2086, 0.3644)
C (-5.9831, 3.3343, 1.8266)
C (2.7471, -1.5366, -1.4098)
C (0.1927, -5.0393, 5.2379)
C (3.6068, -0.2673, -1.6494)
C (2.7717, -0.1669, -4.1215)
C (-1.6059, -7.4734, 2.8103)
C (3.7595, 3.3248, -1.0844)
C (-0.5785, -6.2670, 4.7607)
C (2.9096, 0.4708, -2.7745)
C (5.6198, -1.7973, -1.7769)
C (-0.7122, -6.3162, 3.2384)
C (3.4483, 0.6190, -5.2747)
C (-1.7259, -2.6103, 2.9166)
C (-0.8208, 4.0368, -0.4742)
C (4.6396, 4.1817, -3.3256)
C (0.6647, -6.5597, 2.6077)
C (0.4975, 1.9443, -3.9378)
C (-6.9994, 1.7051, -0.8165)
C (-0.4495, -3.7582, 4.7098)
C (1.7925, 2.5371, -3.4045)
C (-0.7335, -3.7349, 3.1977)
C (-5.1931, 0.1428, -0.1941)
C (-6.7020, 2.5844, 2.9483)
C (3.5533, 0.7724, -0.4986)
C (-4.9151, 4.2608, 2.3958)
C (0.5354, -3.4299, 2.3678)
C (-0.7388, 0.8552, 0.8997)
C (-6.9758, 0.5658, 1.4797)
C (3.9098, -0.2935, -6.3946)
C (7.1095, -1.7269, -2.0808)
C (4.8691, 3.2373, -2.1538)
C (0.6665, 4.0204, -0.0723)
C (-6.9823, 4.2189, 1.0710)
C (0.2250, 1.0912, -0.2847)
C (2.8502, -2.1908, -0.0477)
C (-7.6814, 1.5425, 2.4171)
H (-7.8594, 3.6869, 0.7146)
H (0.6171, 1.6114, -4.9683)
H (-8.1027, 0.9834, 3.2540)
H (5.7103, -0.2831, 0.4157)
H (-0.2436, 2.7424, -3.9502)
H (4.9203, 2.2428, -2.5964)
H (-4.6268, -0.3588, 0.5868)
H (-7.0683, 2.7845, -0.8733)
H (-1.7613, -7.4659, 1.7309)
H (7.5570, -0.8692, -1.5769)
H (0.1868, -5.0102, 6.3285)
H (7.2983, -1.6587, -3.1534)
H (0.3064, -2.6730, 1.6130)
H (-4.3529, 4.7425, 1.5941)
H (1.7184, -0.3366, -4.3497)
H (-7.2162, 3.3149, 3.5768)
H (4.2980, -1.2424, -6.0139)
H (-4.2161, 3.7289, 3.0357)
H (-0.6251, 1.6301, 1.6619)
H (-2.0507, -2.6264, 1.8751)
H (-0.5144, -0.0865, 1.4015)
H (1.4298, -5.8604, 2.9342)
H (-0.3275, 1.3078, -1.2009)
H (-5.9580, 2.0894, 3.5801)
H (2.9156, 0.4070, 0.3092)
H (-8.5269, 2.0212, 1.9166)
H (-1.1112, 3.1803, -1.0800)
H (4.7744, 5.7773, -2.0916)
H (2.5070, 2.8016, -4.1834)
H (-8.0125, 1.3066, -0.7619)
H (4.6931, 0.1844, -6.9825)
H (-1.4585, 4.0400, 0.4100)
H (-7.7012, -0.1001, 1.0086)
H (-2.5772, -7.4354, 3.2950)
H (-5.4033, 5.0357, 2.9873)
H (-1.7824, 0.8584, 0.5872)
H (-1.3991, -3.6139, 5.2329)
H (3.2481, -1.1469, -4.0679)
H (5.9497, 1.7597, -0.3901)
H (-6.5651, 1.3819, -1.7627)
H (-0.0901, -7.1850, 5.0953)
H (3.1243, 4.1785, -1.3205)
H (5.4789, -1.9947, -0.7150)
H (7.5985, -2.6264, -1.7058)
H (1.0021, -7.5550, 2.8972)
H (0.8054, 0.1835, -0.4678)
H (1.2437, -5.0990, 4.9429)
H (-6.5047, 4.7096, 0.2215)
H (5.1077, -0.3211, -3.0830)
H (4.1538, 3.5164, -0.0833)
H (3.8398, 6.0395, -3.4479)
H (2.2493, -3.1112, 0.0645)
H (5.8504, 3.4604, -1.7264)
H (1.3496, -3.0502, 2.9861)
H (-1.5781, -6.2591, 5.2051)
H (0.9033, -4.2929, 1.8232)
H (0.7705, 4.4987, 0.9034)
H (4.3342, 1.1371, -4.8913)
H (0.1718, -2.8929, 4.9511)
H (-6.3178, -0.0680, 2.0819)
H (1.2505, 4.6295, -0.7597)
H (-4.4914, 0.5793, -0.9068)
H (3.0190, -2.3117, -2.1335)
H (1.6886, -1.3183, -1.5901)
H (-1.2259, -1.6595, 3.1145)
H (-2.6071, -2.6728, 3.5485)
H (-5.7985, -0.6008, -0.7151)
H (-1.0524, 4.9386, -1.0414)
H (0.6031, -6.5293, 1.5182)
H (0.1384, 1.1084, -3.3406)
H (-1.1196, -8.4107, 3.0834)
H (-7.3360, 4.9931, 1.7521)
H (2.7794, 1.3660, -5.6966)
H (5.1787, -2.6294, -2.3414)

---

(2)
The following is a DFT calculation (the ωB97M-V functional and the def2-TZVPD basis) of a structure of composition C38H75AlFN4O6S.

multiplicity: 5
gap between HOMO and LUMO (alpha / beta): 7.695 / 7.538 eV
E_tot: -79012.766 eV
lowest unoccupied orbital energy (alpha / beta): 1.74 / 1.49 eV
<S²>: 6.0166
HOMO (alpha / beta): -5.96 / -6.05 eV
relative energy (zero: lowest compared OMol25 entry of this formula, charge and spin): 0.0 kcal per mole
net charge: -1

Positions of all 126 atoms, in Å:
S (3.7530, 0.9806, -0.4560)
Al (5.2932, 2.8113, -0.6351)
F (2.8469, 1.0845, 0.8951)
O (7.6841, 6.7458, 0.0943)
O (-1.5916, 2.9028, -3.2685)
O (4.4955, -0.2468, -0.3046)
O (-3.3182, -6.6655, 1.3133)
O (-4.4760, -0.5234, 2.7507)
O (2.8258, 0.9729, -1.5664)
N (-1.6956, 1.6665, -2.9199)
N (-4.0205, -1.5441, 3.3952)
N (6.9684, 7.8164, 0.0714)
N (-3.2308, -7.8035, 0.7165)
C (-3.7087, 1.0981, -0.9259)
C (-6.1526, -2.5392, 2.6858)
C (-2.0372, -2.3165, 4.7453)
C (-4.0894, 1.4183, -2.3718)
C (8.1579, 1.4466, -0.3883)
C (-4.6536, -9.6316, -0.2515)
C (-1.2387, 1.4230, -1.5146)
C (7.9868, 9.9224, -1.6174)
C (7.6626, 8.9653, 0.7310)
C (-1.8838, -7.2714, -1.2823)
C (-3.9973, -3.3305, 1.6957)
C (-4.6452, -3.8844, 4.0719)
C (-5.6793, -7.6221, 0.7074)
C (-1.8897, -7.9925, 0.0677)
C (6.6659, 9.9998, 1.2747)
C (-2.3825, 1.7597, -0.5539)
C (-2.4765, -3.3969, 1.8120)
C (8.4351, 8.4394, 1.9365)
C (-4.6794, -2.8197, 2.9654)
C (5.8551, 6.6791, -1.8006)
C (-4.3921, -7.4054, -1.4257)
C (-0.7581, -0.0212, -1.3132)
C (-0.0232, 2.2912, -1.2160)
C (-1.8993, -2.0493, 2.2423)
C (7.0738, 1.9797, -0.4692)
C (-2.0970, -0.0650, 3.7608)
C (-0.8285, -7.3967, 0.9875)
C (6.3098, 8.0298, -1.2575)
C (-2.8852, -0.4665, -3.5358)
C (-3.0757, -7.6402, -2.1649)
C (-3.3224, 1.6235, -4.7521)
C (5.0448, 8.8993, -1.1411)
C (-2.5254, -1.5102, 3.5295)
C (-1.5399, -9.4798, -0.1103)
C (8.6316, 9.6053, -0.2680)
C (-2.9883, 1.0601, -3.3745)
C (-4.4653, -8.1185, -0.0721)
C (7.3175, 8.6803, -2.2085)
H (5.3257, 6.8379, -2.7413)
H (-2.6728, -2.1387, 5.6141)
H (-4.2295, 1.1423, -5.1219)
H (7.2632, 10.7356, -1.5090)
H (6.1059, 10.5251, 0.5081)
H (-2.0832, 1.4694, 0.4559)
H (-1.0260, -1.9983, 4.9988)
H (-0.8181, -2.1292, 2.3780)
H (-2.5193, 2.8462, -0.5417)
H (-1.9441, -0.7453, -4.0111)
H (9.0362, 0.8441, -0.4032)
H (-2.0054, -9.9404, -0.9777)
H (-0.9480, -6.3230, 1.1098)
H (-5.2250, -4.7503, 3.7501)
H (-5.6155, -9.8165, -0.7311)
H (8.7514, 10.2869, -2.3073)
H (-3.6518, -4.2505, 4.3071)
H (5.0170, 3.8554, 0.5439)
H (-0.8654, -7.8608, 1.9744)
H (-5.7109, -8.0631, 1.7047)
H (-4.3053, 2.4886, -2.4522)
H (-4.6556, -10.1320, 0.7181)
H (-2.0617, -1.3229, 1.4387)
H (-3.6480, 0.0163, -0.7731)
H (5.1759, 6.1778, -1.1107)
H (-5.0043, 0.8884, -2.6526)
H (9.4664, 8.9163, -0.4312)
H (0.7819, 2.0973, -1.9189)
H (-6.6466, -3.4813, 2.4426)
H (5.9522, 9.5199, 1.9460)
H (-6.5835, -7.9148, 0.1719)
H (-2.5139, 1.4248, -5.4573)
H (6.6846, 6.0052, -1.9988)
H (9.0509, 10.5100, 0.1804)
H (0.3450, 2.0440, -0.2201)
H (-1.0186, -0.0358, 3.9165)
H (6.8040, 8.9320, -3.1399)
H (-4.5152, -6.3302, -1.2601)
H (-3.4932, 2.6967, -4.7236)
H (-1.8101, -10.0543, 0.7768)
H (-3.7009, -0.8146, -4.1717)
H (-4.3971, -4.3176, 1.4499)
H (-2.5855, 0.3484, 4.6449)
H (-0.2535, 3.3558, -1.2310)
H (8.0893, 7.9464, -2.4599)
H (-2.1885, -4.1891, 2.5086)
H (-5.0908, -3.4942, 4.9889)
H (-3.9002, -10.1039, -0.8731)
H (-4.2582, -2.6651, 0.8650)
H (0.1564, -7.5803, 0.5576)
H (8.8831, 9.2846, 2.4627)
H (-0.3494, -0.1167, -0.3067)
H (-0.4641, -9.5767, -0.2565)
H (7.7718, 7.9146, 2.6248)
H (-5.2387, -7.7295, -2.0356)
H (9.2293, 7.7566, 1.6454)
H (4.4514, 8.6073, -0.2741)
H (4.4309, 8.7514, -2.0295)
H (-6.2870, -1.8572, 1.8496)
H (0.0408, -0.2621, -2.0149)
H (-4.4931, 1.4516, -0.2535)
H (5.2442, 9.9672, -1.0841)
H (-0.9453, -7.4988, -1.7933)
H (-2.3317, 0.5721, 2.9115)
H (-1.9816, -3.3872, 4.5680)
H (-5.6827, -6.5397, 0.8129)
H (-1.5372, -0.7744, -1.4045)
H (-2.0554, -3.6811, 0.8452)
H (-1.8943, -6.1912, -1.1068)
H (5.0848, 3.4422, -2.0811)
H (-3.0563, -7.0321, -3.0710)
H (-3.0055, -8.6803, -2.4958)
H (7.2099, 10.7575, 1.8410)
H (-6.6422, -2.1082, 3.5605)
H (-2.9744, -1.0113, -2.6000)

---

(3)
The following is a DFT calculation (the ωB97M-V functional and the def2-TZVPD basis) of a cluster of 7 separate species, C38H75N4O12 in total.

multiplicity: 1
gap between HOMO and LUMO: 1.498 eV
E_tot: -71130.766 eV
lowest unoccupied orbital energy: -5.79 eV
HOMO: -7.29 eV
net charge: +1

Positions of all 129 atoms, in Å:
O (0.7179, 0.6480, 0.4259)
O (4.8029, -0.4254, 3.7321)
O (2.2577, 1.1838, 1.8470)
O (0.2110, -5.5239, 5.8776)
O (-2.3791, 1.3692, -0.3849)
O (-0.2238, 0.0010, 6.1196)
O (1.0968, -0.6707, 2.2757)
O (3.7174, -1.9209, 2.5640)
O (1.3676, 5.1026, -3.5737)
O (1.5649, -0.4615, 4.9592)
O (1.0544, 1.6516, 5.2760)
O (5.7715, -2.4148, 3.2513)
N (2.4405, 4.4447, -3.3696)
N (-2.1769, 1.4733, 0.9347)
N (-2.1237, 0.8250, -4.5341)
N (-0.0663, -5.6082, 4.5881)
C (1.3931, 0.3977, 1.4876)
C (-4.4365, 1.3400, -4.9528)
C (-0.7634, -4.7229, 2.2883)
C (2.4307, 5.2662, -1.0431)
C (0.0986, -1.4102, -2.1905)
C (-2.0089, 1.7860, 3.7754)
C (4.2446, 3.6965, -1.8382)
C (-3.7422, 1.3802, -6.3340)
C (1.6376, -7.2982, 3.7759)
C (-4.4293, 0.4498, 1.7058)
C (-2.4552, -0.9891, 1.2045)
C (3.1292, 3.9042, -4.6075)
C (-1.0792, -0.3040, -4.0903)
C (-0.7416, -3.1379, 4.2181)
C (-1.8558, 2.7901, 1.4214)
C (-0.7122, 3.4698, 0.5859)
C (4.6169, 3.5328, -4.1933)
C (-2.3145, 0.3823, 3.1644)
C (-0.2873, -6.0207, 1.6426)
C (1.7335, 2.9565, -1.6832)
C (2.7249, 4.1027, -1.9557)
C (-0.0254, -4.3869, 3.6022)
C (-2.3448, 0.7405, -6.0605)
C (0.1243, -7.0241, 4.0038)
C (-2.9140, 0.3445, 1.7611)
C (2.4330, 2.6881, -5.1918)
C (-0.5528, -7.1607, 2.6335)
C (1.4189, -3.9664, 3.3226)
C (-1.0071, -0.4212, -2.5690)
C (4.7517, 2.7430, -2.9955)
C (-1.7051, 2.1731, -3.9998)
C (-3.5144, 0.4892, -4.0932)
C (0.8021, 0.4532, 5.3967)
C (-3.0924, 3.7183, 1.4660)
C (4.8303, -1.5817, 3.2581)
C (-1.2259, 2.6354, 2.8445)
C (-0.4556, -8.0512, 4.9853)
C (3.1956, 5.0300, -5.6679)
H (-3.8039, 2.3626, -6.7992)
H (-0.0361, -8.0266, 5.9904)
H (-1.7738, -3.2905, 4.5341)
H (1.9887, 2.0211, -2.1790)
H (-1.6395, -1.2106, -4.3180)
H (-1.8298, -4.6891, 2.5155)
H (-0.5837, -4.0179, 1.4760)
H (1.7200, -8.2448, 3.2434)
H (2.8557, 6.1851, -1.4456)
H (4.7828, 4.6427, -1.7712)
H (2.1977, 5.4190, -5.8793)
H (3.1003, 2.2358, -5.9262)
H (-0.9486, 3.8170, -0.4220)
H (-2.9080, -1.0822, 0.2153)
H (2.1682, -7.3680, 4.7257)
H (-0.5062, 4.4757, 0.9627)
H (-2.4284, 2.8171, -4.5012)
H (-3.5734, 0.7895, -3.0471)
H (-0.3979, -8.1725, 2.2627)
H (-2.9695, -0.1839, 3.8279)
H (-2.3387, -0.2962, -6.3920)
H (-4.9988, -0.4363, 1.9899)
H (4.9493, 2.9918, -5.0813)
H (2.2088, 1.8244, -4.5615)
H (1.4694, -0.5376, 3.1627)
H (3.3388, -1.0368, 2.6974)
H (-2.8885, 2.2759, 4.2024)
H (-1.3686, -0.1594, 3.2056)
H (-2.5641, -1.8824, 1.8188)
H (2.8381, 5.1010, -0.0453)
H (1.3588, 5.3460, -0.8622)
H (-0.2514, 0.0201, -4.7178)
H (1.8963, 2.9029, -0.6064)
H (-4.6217, 2.3489, -4.5828)
H (-5.4531, 0.9463, -4.9437)
H (-1.9548, 2.2454, -2.9416)
H (-4.3055, 0.7363, -7.0094)
H (0.1869, -0.8795, 6.0699)
H (-0.5565, -2.2444, 3.6217)
H (4.4191, 3.2117, -0.8771)
H (-1.5433, -8.0924, 5.0226)
H (-4.7045, 0.4272, 0.6490)
H (-2.0022, -0.7213, -2.2426)
H (5.7817, 2.4317, -2.8287)
H (3.5755, 4.7473, -6.6481)
H (2.0503, -4.5371, 2.6453)
H (-0.8390, -6.1581, 0.7120)
H (-0.0758, -9.0208, 4.6584)
H (-0.1081, -2.3421, -2.7218)
H (-3.6565, 3.3659, 2.3308)
H (-3.6204, -0.5872, -4.2203)
H (3.6607, 5.9405, -5.2895)
H (-1.4996, 1.2606, -6.5107)
H (-1.3800, -1.0427, 1.0182)
H (-2.7999, 4.7548, 1.6240)
H (2.1370, -6.5178, 3.2050)
H (1.3984, -2.9935, 2.8249)
H (-0.9787, 3.6216, 3.2359)
H (-3.7866, 3.6568, 0.6281)
H (-1.5868, -7.0583, 2.9736)
H (1.8168, -3.5968, 4.2688)
H (-0.6924, 2.5350, -4.1669)
H (5.2702, 4.3978, -4.0652)
H (-0.2846, -2.7813, 5.1435)
H (1.0661, -1.0871, -2.5735)
H (0.7210, 3.2513, -1.9535)
H (0.7608, -6.0548, 1.3434)
H (0.0925, -1.5738, -1.1146)
H (-1.5483, 1.5459, 4.7353)
H (-0.6997, 0.4865, -2.0471)
H (0.2883, 3.0441, 0.6264)
H (1.4591, 2.7873, -5.6736)
H (4.1247, 1.8826, -3.2389)
H (-0.2735, 2.1261, 2.6836)
H (-4.8358, 1.2757, 2.2878)